1.
ORCA calculation (ωB97M-V/def2-TZVPD) on a 8-piece molecular cluster, C32H86N6O10 overall at a distorted geometry.

- charge = 0
- 2S+1 = 1
- SMILES = COC[C@H](C)N.COC[C@H](C)N.COC[C@H](C)N.COC[C@H](C)N.COCCNCCOC.COCCNCCOC.CCO.CCO

Last column: Mulliken charge in e.
Geometry (Å):
C 1.063 18.940 -2.360  -0.743
O 0.916 19.204 -0.979  0.029
C 2.042 19.122 -0.164  0.944
C 2.303 17.727 0.387  0.246
C 1.080 17.211 1.171  -1.233
N 3.472 17.599 1.256  -0.709
H 2.014 19.348 -2.719  0.135
H 0.258 19.328 -2.976  0.246
H 1.152 17.857 -2.480  0.339
H 2.959 19.420 -0.701  -0.464
H 1.952 19.856 0.643  -0.394
H 2.369 16.988 -0.418  0.304
H 1.157 16.132 1.296  0.414
H 0.198 17.395 0.555  0.261
H 0.981 17.745 2.118  0.168
H 3.377 18.273 2.013  0.260
H 4.341 17.840 0.789  0.394
C -1.362 27.497 7.836  -0.892
O -1.601 26.368 7.010  -0.203
C -2.942 26.330 6.580  -0.966
C -3.117 25.318 5.409  0.520
C -4.562 24.879 5.396  -1.655
N -2.282 24.139 5.634  -0.568
H -0.391 27.467 8.321  0.241
H -2.168 27.605 8.569  0.337
H -1.408 28.391 7.203  0.342
H -3.538 26.013 7.449  0.361
H -3.393 27.270 6.234  0.424
H -2.853 25.862 4.499  0.238
H -4.768 24.226 4.543  0.340
H -5.291 25.690 5.357  0.428
H -4.792 24.248 6.258  0.407
H -2.610 23.718 6.511  0.206
H -1.398 24.487 6.011  0.122
C -5.511 16.562 1.523  -0.459
O -5.484 15.817 0.334  -0.342
C -5.514 16.524 -0.867  -0.523
C -5.080 15.576 -1.994  0.657
C -3.616 15.151 -2.096  -1.534
N -5.517 15.965 -3.372  -0.784
H -6.517 16.804 1.877  0.292
H -4.880 17.440 1.358  0.085
H -5.078 16.025 2.368  0.263
H -6.386 17.177 -0.954  0.377
H -4.658 17.226 -0.906  0.116
H -5.679 14.665 -1.841  0.231
H -3.222 15.028 -1.084  0.309
H -2.996 15.920 -2.559  0.373
H -3.585 14.239 -2.686  0.413
H -5.351 15.144 -3.941  0.281
H -6.527 16.088 -3.384  0.266
C 1.658 20.913 3.335  -0.288
O 0.399 20.566 2.808  0.011
C -0.634 21.474 3.122  0.033
C -1.887 20.704 3.608  0.359
C -2.375 19.855 2.450  -0.857
N -2.886 21.642 4.097  -0.195
H 1.692 20.967 4.433  0.126
H 2.048 21.843 2.919  0.214
H 2.324 20.060 3.187  0.002
H -0.322 22.154 3.924  0.287
H -0.880 22.106 2.256  -0.295
H -1.542 20.019 4.387  -0.029
H -1.648 19.102 2.158  0.245
H -2.549 20.560 1.629  -0.135
H -3.378 19.435 2.571  0.308
H -2.552 22.373 4.740  0.151
H -3.168 22.181 3.277  0.219
C 5.451 20.266 -3.600  -0.419
O 6.398 20.270 -2.536  -0.375
C 5.944 20.989 -1.405  0.589
C 7.140 21.271 -0.489  -1.081
N 7.498 20.245 0.490  -0.343
C 6.386 19.786 1.345  -0.445
C 5.931 20.966 2.224  -0.573
O 5.054 20.581 3.245  -0.099
C 5.650 19.926 4.322  -0.958
H 5.213 21.321 -3.778  0.329
H 4.515 19.797 -3.269  -0.024
H 5.864 19.730 -4.446  0.253
H 5.101 20.441 -0.964  -0.503
H 5.514 21.956 -1.711  0.469
H 6.799 22.182 0.015  0.372
H 8.031 21.532 -1.055  0.374
H 7.926 19.485 -0.023  0.318
H 6.878 19.062 2.001  0.523
H 5.627 19.211 0.811  -0.059
H 5.436 21.692 1.577  0.270
H 6.801 21.492 2.630  0.251
H 6.457 20.552 4.738  0.389
H 6.050 18.918 4.191  0.338
H 4.976 19.914 5.182  0.271
C 0.359 25.173 4.157  -0.236
O 0.857 25.954 3.070  -0.456
C 0.894 25.353 1.794  -0.350
C -0.293 25.728 0.921  -0.177
N -0.722 24.680 0.006  -0.305
C -2.123 24.632 -0.352  -0.621
C -2.396 23.391 -1.178  -0.710
O -1.880 22.295 -0.444  -0.181
C -1.737 21.135 -1.251  -0.800
H 1.059 24.402 4.503  0.248
H -0.592 24.750 3.830  0.081
H 0.319 25.899 4.969  0.176
H 1.243 24.316 1.766  0.079
H 1.728 25.910 1.342  0.346
H -0.162 26.642 0.333  0.250
H -1.205 25.880 1.535  0.167
H -0.444 23.763 0.337  0.151
H -2.265 25.511 -0.994  0.396
H -2.795 24.743 0.514  0.330
H -1.881 23.480 -2.140  0.440
H -3.460 23.257 -1.396  0.336
H -1.227 20.365 -0.680  0.016
H -1.065 21.446 -2.063  0.435
H -2.656 20.760 -1.714  0.387
C -5.727 18.708 6.917  -1.222
C -4.846 18.692 5.664  0.161
O -5.070 19.999 5.158  -0.593
H -5.632 17.831 7.569  0.387
H -6.786 18.721 6.662  0.267
H -5.452 19.577 7.510  0.289
H -5.160 17.936 4.931  0.074
H -3.830 18.356 5.907  0.276
H -4.302 20.411 4.715  0.402
C -0.732 20.670 6.990  -0.363
C -0.452 21.697 8.097  -0.357
O -1.632 21.874 8.879  -0.561
H -1.693 20.863 6.520  0.033
H -0.712 19.643 7.352  0.471
H 0.135 20.826 6.344  -0.051
H -0.169 22.638 7.608  0.127
H 0.329 21.389 8.800  0.429
H -1.436 22.458 9.617  0.305



2.
ORCA calculation (ωB97M-V/def2-TZVPD) on C32H88Cu3N8O12S as an isolated structure at a distorted geometry.

- charge = +1
- 2S+1 = 1

Last column: Mulliken charge in e.
Geometry (Å):
Cu 1.116 0.042 3.089  0.067
Cu -1.939 -1.606 2.761  0.202
Cu 1.364 -3.057 1.075  0.011
S -0.170 -0.508 0.591  -0.186
O 1.273 -0.849 0.802  -0.199
O -0.541 0.019 -0.698  0.250
O -0.966 -1.748 0.898  0.302
O -0.484 0.500 1.672  0.134
C -3.739 0.800 4.326  -1.688
C -4.389 0.543 2.977  0.301
C -4.852 1.839 2.335  -0.130
O -5.943 2.322 3.028  -0.438
C -6.562 3.411 2.365  -0.684
N -3.449 -0.192 2.115  0.186
H -3.431 -0.154 4.766  0.360
H -4.475 1.176 5.042  0.451
H -2.959 1.559 4.252  0.244
H -5.249 -0.115 3.121  0.473
H -5.012 1.714 1.253  0.374
H -4.023 2.568 2.420  0.028
H -5.938 4.311 2.445  0.290
H -7.546 3.599 2.781  0.285
H -6.678 3.202 1.293  0.274
H -2.664 0.388 1.801  0.008
H -3.929 -0.484 1.257  0.010
C 3.152 2.257 2.734  -1.677
C 2.354 2.744 3.917  0.812
C 2.323 4.246 4.081  -0.313
O 3.628 4.722 4.150  -0.365
C 3.683 6.131 3.984  -0.753
N 1.030 2.100 3.908  -0.543
H 2.691 2.510 1.769  0.122
H 3.325 1.172 2.747  0.216
H 4.133 2.733 2.683  0.731
H 2.914 2.335 4.766  0.347
H 1.777 4.452 5.024  0.380
H 1.741 4.784 3.320  0.033
H 3.465 6.386 2.938  0.287
H 4.723 6.431 4.104  0.281
H 3.032 6.639 4.694  0.327
H 0.420 2.454 3.177  0.140
H 0.602 2.197 4.822  0.262
C -3.881 -2.732 -2.068  -1.566
C -3.913 -1.228 -2.155  0.857
C -5.311 -0.752 -2.427  -1.334
O -5.292 0.623 -2.710  -0.266
C -6.523 1.083 -3.121  -0.837
N -3.509 -0.629 -0.864  -0.026
H -4.265 -3.098 -1.113  0.348
H -2.874 -3.141 -2.196  0.134
H -4.468 -3.208 -2.860  0.515
H -3.285 -0.936 -3.007  0.168
H -6.011 -1.029 -1.621  0.383
H -5.733 -1.310 -3.283  0.544
H -6.874 0.641 -4.060  0.316
H -6.503 2.167 -3.252  0.263
H -7.315 0.934 -2.368  0.329
H -2.512 -0.739 -0.693  -0.346
H -3.665 0.366 -1.043  0.185
C -2.707 -5.478 0.673  -1.191
C -1.412 -5.379 1.464  0.188
C -0.707 -6.722 1.622  -0.841
O -1.444 -7.743 2.209  -0.371
C -1.741 -7.516 3.566  -0.656
N -0.455 -4.464 0.773  0.069
H -2.549 -5.672 -0.392  0.330
H -3.164 -4.474 0.644  0.189
H -3.481 -6.122 1.082  0.458
H -1.595 -4.970 2.461  0.288
H 0.255 -6.543 2.143  0.380
H -0.362 -7.067 0.639  0.373
H -2.213 -6.548 3.743  0.240
H -0.808 -7.566 4.147  0.302
H -2.376 -8.313 3.941  0.272
H -0.406 -4.805 -0.191  0.259
H -0.958 -3.581 0.623  0.028
C -2.197 3.681 0.431  -1.137
C -0.756 4.079 0.039  0.091
C -0.135 4.960 1.106  -0.353
O -0.866 6.105 1.431  -0.432
C -1.041 6.989 0.345  -0.769
N 0.074 2.871 -0.075  0.265
H -2.580 2.940 -0.275  0.299
H -2.866 4.545 0.406  0.543
H -2.202 3.250 1.436  0.025
H -0.833 4.606 -0.911  0.772
H 0.852 5.267 0.717  0.472
H 0.056 4.378 2.008  -0.396
H -1.275 7.966 0.762  0.305
H -1.865 6.684 -0.308  0.260
H -0.121 7.085 -0.245  0.334
H -0.271 2.160 0.570  -0.807
H -0.169 2.419 -0.957  0.133
C 2.078 -0.221 -5.036  -1.469
C 0.760 -0.438 -4.351  0.516
C 0.605 -1.756 -3.619  1.472
O 0.548 -2.874 -4.474  -0.445
C -0.731 -3.054 -5.081  -0.445
N 0.550 0.685 -3.364  -0.586
H 2.054 0.666 -5.665  0.344
H 2.293 -1.093 -5.667  0.430
H 2.931 -0.168 -4.353  0.143
H -0.102 -0.255 -5.003  0.451
H -0.240 -1.693 -2.921  -0.383
H 1.501 -1.896 -3.000  -1.017
H -1.520 -2.945 -4.324  0.016
H -0.761 -4.107 -5.362  0.293
H -0.896 -2.390 -5.927  0.297
H -0.084 0.397 -2.627  0.027
H 1.433 0.832 -2.879  0.091
C 3.596 2.704 -2.143  -1.551
C 4.080 1.410 -1.546  0.458
C 4.948 1.651 -0.329  -0.573
O 6.270 1.988 -0.779  -0.415
C 6.980 2.831 0.118  -0.729
N 2.863 0.680 -1.164  1.401
H 2.932 2.541 -2.992  0.409
H 4.418 3.382 -2.364  0.416
H 2.940 3.198 -1.413  0.190
H 4.587 0.808 -2.301  0.358
H 5.046 0.760 0.315  0.307
H 4.521 2.432 0.313  0.310
H 6.749 3.883 -0.104  0.267
H 8.032 2.751 -0.163  0.279
H 6.797 2.586 1.163  0.307
H 2.934 -0.146 -0.597  -0.917
H 2.141 1.256 -0.743  -0.332
C 4.280 -2.439 -0.167  -1.282
C 3.677 -3.389 -1.179  2.659
C 4.653 -4.387 -1.776  -0.868
O 5.461 -3.836 -2.767  -0.381
C 4.775 -3.696 -3.995  -0.493
N 2.578 -4.149 -0.462  -0.297
H 5.014 -1.799 -0.660  0.402
H 4.814 -3.014 0.601  0.449
H 3.540 -1.834 0.350  -0.192
H 3.116 -2.845 -1.941  -1.653
H 4.195 -5.315 -2.160  0.451
H 5.239 -4.804 -0.939  0.385
H 5.463 -3.226 -4.687  0.266
H 3.851 -3.108 -3.928  0.067
H 4.447 -4.688 -4.335  0.329
H 2.034 -4.694 -1.122  0.269
H 3.055 -4.789 0.174  0.171



Number 1: LUMO energy 0.51 eV, orbital gap 9.0 eV, HOMO energy -8.48 eV. Number 2: LUMO energy -4.02 eV, orbital gap 6.1 eV, HOMO energy -10.09 eV.